9
Properties=species:S:1:pos:R:3 method="wB97M-V/def2-TZVPD" smiles=CONC#N homo_lumo_gap_ev=10.905 e_tot_ev=-7163.100 homo_ev=-10.24 e_lumo_ev=0.66 max_force_ev_per_a=5.04 spin_multiplicity=1
C -1.287 1.316 0.890
C 0.572 -0.944 -0.839
N -2.141 2.066 1.029
N -0.034 0.605 0.698
O 0.024 -0.707 0.438
H 0.933 -1.990 -0.876
H 1.456 -0.271 -1.110
H -0.152 -0.829 -1.599
H 0.628 0.754 1.369



13
Properties=species:S:1:pos:R:3 method="wB97M-V/def2-TZVPD" smiles=C1[C@H]2[C@@H]1N1C[C@@H]21 homo_lumo_gap_ev=9.611 e_tot_ev=-6782.914 homo_ev=-8.42 e_lumo_ev=1.19 max_force_ev_per_a=1.25 spin_multiplicity=1
C -1.301 0.789 0.213
C -1.069 -0.622 -0.126
C -0.194 0.714 -0.774
N 1.004 -0.131 -0.701
C 1.632 -0.178 0.582
C 0.369 -1.090 0.163
H -1.265 1.218 1.205
H -2.130 1.190 -0.396
H -1.895 -1.330 -0.337
H -0.091 1.557 -1.458
H 1.768 0.803 1.065
H 2.559 -0.776 0.576
H 0.615 -2.143 -0.012



54
Properties=species:S:1:pos:R:3 method="wB97M-V/def2-TZVPD" homo_lumo_gap_ev=6.029 e_tot_ev=-40626.642 total_charge=+1 homo_ev=-8.69 e_lumo_ev=-2.67 max_force_ev_per_a=2.98 spin_multiplicity=1
O 6.693 0.582 -2.315
O -5.487 1.656 -0.951
O 1.211 -1.998 -0.214
O -3.246 3.748 2.512
N 6.579 -3.118 -3.806
O 2.120 0.000 -0.799
C 6.614 -0.556 -2.758
C -5.875 1.776 0.201
C 2.146 -1.357 -0.683
C -3.992 3.038 3.178
C 7.546 -2.282 -4.028
C -1.814 -0.255 1.885
C 5.539 -2.689 -3.012
C 5.497 -1.437 -2.439
C -3.005 0.339 1.556
C -1.891 -0.064 -0.324
N 8.566 -2.767 -4.764
N 7.589 -0.988 -3.603
N -1.136 -0.511 0.703
N -4.083 3.123 4.510
N 4.516 -3.591 -2.791
N 4.441 -1.064 -1.589
N -5.068 2.364 1.077
N -3.033 0.451 0.170
C -7.166 1.130 0.657
C -3.338 4.090 5.319
C 3.219 -3.103 -2.256
C 3.447 -2.066 -1.126
C -4.160 0.587 2.519
C -4.852 1.975 2.474
H 1.294 0.338 -0.440
H -1.510 -0.563 2.879
H -1.667 -0.189 -1.382
H 9.047 -2.103 -5.358
H 8.352 -3.681 -5.149
H 8.466 -0.491 -3.588
H -0.304 -1.104 0.613
H -4.728 2.514 4.987
H 4.529 -4.385 -3.428
H 4.406 -0.100 -1.238
H -4.373 2.993 0.690
H -3.816 0.816 -0.383
H -7.712 1.823 1.296
H -7.773 0.908 -0.220
H -6.960 0.208 1.195
H -2.275 3.837 5.324
H -3.450 5.093 4.898
H -3.710 4.096 6.345
H 2.647 -2.639 -3.066
H 2.636 -3.944 -1.866
H 3.857 -2.590 -0.258
H -4.913 -0.175 2.314
H -3.813 0.400 3.537
H -5.808 1.925 2.996



27
Properties=species:S:1:pos:R:3 method="wB97M-V/def2-TZVPD" homo_lumo_gap_ev="2.859 / 6.753" e_tot_ev=-66466.436 total_charge=-1 homo_ev="0.65 / -3.36" e_lumo_ev="3.51 / 3.40" max_force_ev_per_a=1.87 spin_multiplicity=2
C -0.201 -2.765 -1.296
C 0.721 -2.152 -2.214
C 0.084 -1.033 -2.797
C -1.250 -0.952 -2.278
C -1.445 -2.033 -1.359
Cu -0.109 -0.889 -0.277
P 1.201 -1.342 1.434
H -0.057 -3.708 -0.774
H 1.719 -2.529 -2.419
H 0.506 -0.357 -3.537
H -2.380 -2.337 -0.893
H -2.021 -0.245 -2.583
H 2.135 -0.367 1.858
H 2.028 -2.489 1.417
H 0.480 -1.538 2.644
C -1.116 1.136 2.395
C -0.356 1.670 1.252
N 0.080 1.093 0.128
C 0.813 2.052 -0.591
C 0.772 3.230 0.118
N 0.039 2.953 1.261
H -0.570 1.251 3.342
H -2.053 1.696 2.509
H -1.346 0.079 2.240
H 1.335 1.810 -1.519
H 1.186 4.201 -0.089
H -0.195 3.567 2.029



6
Properties=species:S:1:pos:R:3 method="wB97M-V/def2-TZVPD" homo_lumo_gap_ev="10.343 / 5.589" e_tot_ev=-28621.132 homo_ev="-12.22 / -9.59" e_lumo_ev="-1.88 / -4.00" max_force_ev_per_a=4.93 spin_multiplicity=1
C 0.054 1.227 -0.078
C -0.820 0.296 -0.504
N 0.805 2.018 0.331
Cl -0.491 -1.350 -0.107
Cl 2.074 -2.767 1.348
H -1.621 0.576 -0.990



17
Properties=species:S:1:pos:R:3 method="wB97M-V/def2-TZVPD" smiles=CCO.CC homo_lumo_gap_ev=11.282 e_tot_ev=-6389.749 homo_ev=-10.32 e_lumo_ev=0.96 max_force_ev_per_a=0.41 spin_multiplicity=1
C -1.825 0.314 -0.617
C -2.287 -1.075 -0.233
O -1.352 0.963 0.560
H -1.018 0.239 -1.355
H -2.653 0.877 -1.062
H -1.444 -1.679 0.101
H -1.134 1.880 0.336
H -2.737 -1.562 -1.095
H -3.032 -1.012 0.559
C 1.972 0.283 0.386
C 3.227 -0.469 -0.066
H 2.210 1.179 0.953
H 1.383 0.585 -0.481
H 1.336 -0.342 1.012
H 2.938 -1.367 -0.614
H 3.860 -0.727 0.783
H 3.815 0.138 -0.748



75
Properties=species:S:1:pos:R:3 method="wB97M-V/def2-TZVPD" homo_lumo_gap_ev="3.877 / 4.782" e_tot_ev=-139600.069 total_charge=-2 homo_ev="-0.63 / -1.53" e_lumo_ev="3.25 / 3.25" max_force_ev_per_a=0.86 spin_multiplicity=3
Ti -0.380 0.517 -0.008
I 6.036 -3.423 -1.701
C 4.281 -2.281 -1.635
C 4.211 -1.098 -2.351
C 3.044 -0.358 -2.291
I 2.894 1.443 -3.334
C 1.917 -0.759 -1.544
O 0.830 -0.066 -1.540
C 2.041 -1.961 -0.804
C 0.891 -2.425 0.051
N 0.489 -1.406 1.039
C 1.548 -1.152 2.011
C 2.324 0.079 1.648
C 3.561 0.364 2.220
C 4.170 1.571 1.938
C 3.533 2.465 1.084
C 2.324 2.092 0.537
N 1.731 0.928 0.811
C 3.207 -2.705 -0.863
H 5.047 -0.752 -2.942
H 1.197 -3.333 0.579
H 0.013 -2.656 -0.555
H -0.332 -1.746 1.552
H 2.235 -2.003 2.095
H 1.067 -1.014 2.987
H 4.016 -0.357 2.887
H 5.125 1.820 2.384
H 3.961 3.428 0.843
H 1.778 2.751 -0.129
H 3.274 -3.621 -0.289
S -2.196 -1.048 -0.565
S -2.618 -2.399 0.950
S -2.991 -1.430 2.739
S -1.300 -1.241 3.913
N -5.162 9.856 -0.519
C -4.636 8.833 -0.449
C -3.979 7.564 -0.364
C -2.714 7.461 0.223
C -2.082 6.239 0.302
C -2.670 5.066 -0.209
C -3.943 5.196 -0.799
C -4.587 6.412 -0.872
C -1.996 3.774 -0.148
C -1.416 3.355 1.092
C -1.422 4.043 2.314
C -0.727 3.247 3.239
C -0.344 2.113 2.558
N -0.763 2.145 1.258
C -1.927 2.997 -1.339
C -2.340 3.364 -2.632
C -2.017 2.297 -3.484
C -1.409 1.341 -2.694
N -1.336 1.748 -1.395
H -2.229 8.352 0.604
H -1.096 6.174 0.740
H -4.427 4.307 -1.178
H -5.575 6.479 -1.311
H -1.908 4.983 2.515
H -0.551 3.453 4.283
H 0.171 1.250 2.951
H -2.796 4.299 -2.914
H -2.187 2.233 -4.548
H -1.025 0.374 -2.979
S 0.229 -4.219 2.984
C -1.071 -5.193 2.885
N -1.692 -5.849 3.921
C -3.064 -6.189 3.547
C -3.245 -5.449 2.216
N -1.858 -5.357 1.766
H -1.504 -5.453 4.828
H -3.779 -5.865 4.302
H -3.163 -7.271 3.415
H -3.667 -4.451 2.377
H -3.868 -5.994 1.508
H -1.653 -4.670 1.049



84
Properties=species:S:1:pos:R:3 method="wB97M-V/def2-TZVPD" smiles="C[C@H]1OS(=O)(=O)O[C@H]1[Si](C)(C)C.CN(C)P(=O)(N(C)C)N(C)C.CN(C)P(=O)(N(C)C)N(C)C" homo_lumo_gap_ev=6.217 e_tot_ev=-77983.159 homo_ev=-7.38 e_lumo_ev=-1.16 max_force_ev_per_a=8.66 spin_multiplicity=1
C 2.121 -1.587 -0.136
C 1.351 -1.019 1.195
O 2.391 -0.192 1.892
S 1.981 1.490 1.768
O 3.055 2.441 1.123
O 1.404 2.178 3.058
O 0.765 1.283 0.545
C 0.121 0.053 1.032
Si -1.538 -0.479 0.213
C -2.934 0.606 1.066
C -1.631 -0.099 -1.702
C -1.947 -2.371 0.389
H 1.395 -2.073 -0.930
H 2.903 -2.444 0.138
H 2.767 -0.755 -0.696
H 1.127 -1.977 1.828
H -0.186 0.285 2.156
H -2.944 1.630 0.483
H -2.533 0.783 2.172
H -3.970 0.061 1.091
H -1.264 -1.065 -2.283
H -2.798 -0.023 -1.937
H -1.061 0.877 -2.009
H -1.916 -2.743 1.507
H -3.045 -2.496 -0.057
H -1.257 -3.045 -0.310
O -6.061 -2.116 -2.045
P -7.477 -1.671 -2.487
N -7.073 -1.795 -4.124
C -6.860 -0.736 -5.084
C -6.701 -3.106 -4.646
N -7.258 -0.053 -1.939
C -7.366 1.154 -2.741
C -6.283 0.177 -0.869
N -9.105 -1.160 -2.994
C -9.990 -1.029 -1.812
C -9.830 -2.030 -3.935
H -7.684 -0.020 -5.090
H -6.818 -1.105 -6.115
H -5.919 -0.212 -4.889
H -7.599 -3.679 -4.895
H -6.131 -3.690 -3.916
H -6.079 -3.051 -5.546
H -6.464 1.331 -3.333
H -7.513 2.035 -2.103
H -8.236 1.151 -3.401
H -5.259 0.190 -1.259
H -6.359 -0.596 -0.097
H -6.463 1.130 -0.355
H -10.137 -1.999 -1.326
H -10.967 -0.623 -2.096
H -9.581 -0.343 -1.066
H -9.846 -3.069 -3.588
H -9.398 -2.001 -4.939
H -10.865 -1.693 -4.069
O 7.946 -0.957 2.870
P 8.262 0.523 3.202
N 6.647 0.979 2.988
C 6.062 1.747 1.913
C 5.643 0.400 3.875
N 9.150 0.773 1.747
C 8.873 1.767 0.724
C 9.762 -0.400 1.113
N 8.625 2.223 3.583
C 10.037 2.359 4.012
C 7.828 2.869 4.640
H 6.603 2.677 1.734
H 5.039 2.071 2.137
H 6.021 1.161 0.990
H 5.605 0.960 4.814
H 5.868 -0.642 4.122
H 4.636 0.402 3.443
H 8.059 1.455 0.064
H 9.756 1.934 0.094
H 8.645 2.752 1.137
H 9.023 -0.974 0.542
H 10.219 -1.055 1.861
H 10.572 -0.114 0.431
H 10.215 1.815 4.945
H 10.303 3.411 4.158
H 10.733 1.970 3.264
H 7.813 2.266 5.554
H 6.798 3.055 4.323
H 8.226 3.862 4.885